Molecular formula: C25H39F3O13Si
Method: DFT, ωB97M-V/def2-TZVPD

Geometry as XYZ:
```
81
Properties=species:S:1:pos:R:3:forces:R:3:lowdin_charge:R:1
O -1.6621 -1.9517 -3.6856 0.77 0.66 -0.54 0.086
C -0.6958 -1.3531 -4.0933 -0.91 -0.58 0.34 -0.299
O -0.2665 -1.4018 -5.3878 -0.01 0.53 0.31 -0.111
C -1.2025 -0.9385 -6.3825 -0.33 -0.32 -0.22 -0.223
C -1.2533 -1.8591 -7.6139 -0.08 0.06 -0.13 -0.272
Si 0.2530 -2.9529 -7.9158 0.20 0.05 0.49 0.730
C 1.5555 -1.9300 -8.8537 -0.17 -0.45 -0.40 -0.263
O 1.5649 -0.5762 -8.3350 0.35 0.15 0.29 -0.025
C 2.4686 -0.2905 -7.3840 -0.16 -0.12 0.02 -0.721
F 3.6712 0.0607 -7.8917 -0.30 -0.10 0.09 0.153
F 2.6956 -1.3151 -6.5358 0.00 0.24 -0.21 0.134
F 2.0090 0.7429 -6.6687 0.14 -0.06 -0.21 0.157
H -0.0786 -0.7044 -3.4539 0.18 -0.27 -0.15 0.133
H -2.1966 -0.8910 -5.9240 0.20 0.09 -0.08 0.120
H -0.8815 0.0642 -6.6838 -0.02 -0.15 0.12 0.119
H -2.1455 -2.4980 -7.5883 0.20 0.05 0.12 0.073
H -1.3692 -1.2183 -8.4998 -0.02 -0.15 0.10 0.080
H 0.8673 -3.3940 -6.6519 -0.05 -0.10 -0.02 -0.020
H -0.0714 -4.1744 -8.6847 -0.08 0.13 -0.20 -0.039
H 2.5470 -2.3927 -8.8247 -0.03 0.21 0.07 0.093
H 1.2813 -1.8437 -9.9110 0.08 0.14 0.18 0.090
O 0.9228 0.9833 -0.9560 -0.09 0.03 -0.07 0.104
C 1.8699 1.0752 -1.6881 0.08 -0.04 0.28 -0.476
O 1.7868 0.7969 -3.0056 -0.02 0.02 -0.10 0.013
C 3.0913 0.8908 -3.6153 0.23 -0.01 -0.02 -0.142
C 3.9025 1.7896 -2.6888 -0.12 0.02 0.10 -0.134
C 3.2851 1.4646 -1.3293 0.02 0.16 -0.36 -0.075
H 3.5056 -0.1176 -3.6788 0.00 0.00 0.01 0.133
H 2.9757 1.2890 -4.6165 -0.11 0.00 0.00 0.107
H 4.9729 1.6080 -2.7494 -0.02 -0.08 0.01 0.119
H 3.7212 2.8363 -2.9388 0.01 -0.01 -0.03 0.119
H 3.7657 0.6116 -0.8477 0.02 0.04 0.08 0.114
H 3.2805 2.3037 -0.6384 0.01 -0.09 0.12 0.132
O -4.1357 4.7648 1.0975 0.04 0.03 0.00 0.113
C -3.2030 4.0147 1.0689 -0.15 -0.06 0.01 -0.493
O -2.2497 4.0771 0.1139 0.05 0.02 -0.02 0.026
C -1.3100 2.9920 0.2681 0.05 -0.10 0.05 -0.151
C -1.4265 2.5749 1.7290 0.00 -0.04 0.07 -0.153
C -2.8937 2.8740 2.0207 0.32 0.05 0.01 -0.077
H -1.5907 2.1904 -0.4156 0.01 -0.02 0.01 0.125
H -0.3206 3.3477 -0.0039 -0.04 0.07 -0.05 0.116
H -1.1423 1.5398 1.9046 -0.05 -0.03 -0.08 0.100
H -0.7923 3.2136 2.3477 0.01 0.01 -0.02 0.115
H -3.5369 2.0293 1.7674 -0.03 0.00 0.02 0.121
H -3.0816 3.1778 3.0470 -0.16 -0.03 -0.01 0.124
O 4.8202 0.2176 1.1635 0.10 0.06 0.05 0.101
C 4.0428 0.4585 2.0448 -0.10 -0.20 -0.06 -0.478
O 4.4097 1.0919 3.1792 -0.01 0.05 -0.02 0.035
C 3.2937 1.1606 4.0892 -0.14 0.01 0.16 -0.144
C 2.0548 1.0240 3.2122 -0.01 -0.02 -0.05 -0.145
C 2.5658 0.1238 2.0930 -0.05 0.22 0.06 -0.059
H 3.3818 0.3405 4.8018 0.01 -0.02 -0.03 0.109
H 3.3399 2.1070 4.6235 0.13 0.03 -0.06 0.124
H 1.1964 0.6208 3.7466 0.04 -0.04 0.03 0.107
H 1.7741 1.9983 2.8067 -0.01 0.00 0.01 0.112
H 2.4657 -0.9341 2.3423 0.01 -0.01 0.00 0.130
H 2.0962 0.3173 1.1307 0.01 -0.12 -0.02 0.099
O 2.1795 -1.8905 4.9005 0.06 0.07 -0.03 0.119
C 1.4294 -1.6169 5.7913 -0.05 -0.17 -0.07 -0.489
O 1.8418 -0.9762 6.9105 0.01 0.06 0.01 0.022
C 0.7556 -0.8586 7.8471 -0.08 0.01 0.05 -0.149
C -0.5108 -0.9766 7.0063 0.01 -0.02 -0.08 -0.150
C -0.0545 -1.9071 5.8849 -0.08 0.25 0.13 -0.067
H 0.8465 -1.6657 8.5771 -0.01 -0.01 -0.01 0.127
H 0.8503 0.0943 8.3616 0.07 0.01 -0.03 0.124
H -1.3642 -1.3415 7.5736 0.03 -0.04 0.02 0.114
H -0.7733 -0.0029 6.5907 -0.02 0.00 0.01 0.118
H -0.1756 -2.9607 6.1433 0.00 -0.02 -0.04 0.133
H -0.5377 -1.7134 4.9311 0.01 -0.10 -0.07 0.120
O -2.6149 -0.6147 2.5412 0.07 0.09 0.09 0.118
C -3.5931 -0.8706 3.1787 0.01 -0.13 -0.15 -0.489
O -3.6663 -0.6482 4.5144 0.03 0.02 0.07 0.011
C -4.9165 -1.1362 5.0346 -0.09 -0.03 0.03 -0.154
C -5.8583 -1.1798 3.8371 0.03 0.01 -0.08 -0.148
C -4.8924 -1.4815 2.6933 -0.17 0.18 0.18 -0.069
H -4.7450 -2.1266 5.4624 -0.01 -0.01 -0.01 0.126
H -5.2446 -0.4627 5.8223 0.07 0.03 0.00 0.124
H -6.6580 -1.9078 3.9531 0.04 -0.03 0.02 0.116
H -6.3117 -0.1991 3.6886 -0.01 0.00 0.01 0.119
H -4.7315 -2.5521 2.5560 0.01 0.00 -0.05 0.133
H -5.1836 -1.0410 1.7440 0.08 -0.09 -0.07 0.127
```
Forces are in eV/Å.

Its structure (SMILES) is O=COCC[SiH2]COC(F)(F)F.O=C1CCCO1.O=C1CCCO1.O=C1CCCO1.O=C1CCCO1.O=C1CCCO1. As for the charge: 0. Its molar mass is 632.7 g mol⁻¹.

***

Molecular formula: C25H39F5N4O6S
Method: DFT, ωB97M-V/def2-TZVPD

Geometry as XYZ:
```
80
Properties=species:S:1:pos:R:3:forces:R:3:lowdin_charge:R:1
C 0.8504 -3.0224 0.8175 0.10 0.73 0.27 -0.117
O 1.6576 -2.4515 -0.2031 -0.16 -0.17 -0.06 -0.242
C 1.7187 -3.1954 -1.4068 0.40 -0.74 -0.30 -0.242
C 3.0973 -3.0587 -2.0597 -0.28 0.20 -0.27 -0.141
C 3.1797 -1.7319 -2.8399 0.53 -0.17 0.27 -0.100
C 2.7192 -0.5350 -2.0004 0.49 0.92 -0.24 -0.202
O 1.6733 0.1648 -2.7085 -0.26 -0.26 0.60 0.100
C 2.0179 1.4111 -3.0300 0.48 -0.69 0.29 -0.567
O 1.2989 2.1938 -3.5326 -0.32 0.84 -0.50 0.187
O 3.3352 1.6374 -2.7103 -0.28 0.11 0.64 0.097
C 3.7666 0.6101 -1.8582 0.50 -0.84 -1.18 -0.263
S 4.3451 1.1065 -0.2166 0.59 0.16 0.35 0.795
O 4.7815 2.4679 -0.2328 -0.40 -0.03 -0.16 -0.245
O 5.2594 0.0615 0.1447 -0.37 -0.09 -0.01 -0.252
C 2.9904 1.0086 1.0955 -0.02 0.14 -0.07 -0.459
F 3.4274 1.8203 2.0640 0.10 0.05 0.05 0.137
F 2.9185 -0.2316 1.5634 -0.07 -0.16 -0.02 0.151
C 1.5810 1.4972 0.6621 0.28 -0.01 0.12 -0.575
F 0.8348 0.4986 0.2327 -0.17 -0.28 -0.23 0.195
F 1.7122 2.3941 -0.3220 -0.05 0.15 -0.22 0.169
F 0.9648 2.0746 1.6795 -0.17 0.19 0.26 0.193
H 0.0298 -3.6225 0.4192 0.12 -0.04 -0.03 0.076
H 1.4494 -3.5872 1.5302 0.04 -0.16 -0.38 0.046
H 0.4245 -2.1809 1.3787 -0.10 -0.11 -0.11 0.084
H 1.5107 -4.2533 -1.2027 0.08 0.08 0.08 0.126
H 0.9716 -2.8642 -2.1375 -0.09 0.07 0.32 0.087
H 3.2213 -3.8816 -2.7724 0.00 0.09 0.07 0.116
H 3.9050 -3.1544 -1.3275 -0.16 0.12 0.04 0.124
H 4.2031 -1.5666 -3.1973 -0.09 -0.02 0.04 0.120
H 2.5573 -1.7747 -3.7380 -0.11 -0.03 0.21 0.134
H 2.3755 -0.8404 -1.0180 -0.39 -0.10 -0.16 0.116
H 4.7302 0.2273 -2.2163 0.03 0.27 0.05 0.144
C -4.8000 -2.4717 -2.5264 -0.07 -0.01 -0.01 -0.110
C -4.4959 -2.6464 -1.0437 -0.02 -0.04 -0.12 -0.257
C -3.4473 -1.6504 -0.5372 -0.23 -0.16 0.39 -0.209
C -2.1470 -1.8487 -1.1708 -0.10 0.22 -0.02 -0.215
N -1.1319 -1.9858 -1.6884 -0.06 -0.01 -0.01 0.205
H -3.9155 -2.6609 -3.1360 0.02 0.04 0.01 0.073
H -5.5781 -3.1667 -2.8424 0.00 -0.03 0.00 0.069
H -5.1451 -1.4589 -2.7386 0.06 -0.01 0.01 0.067
H -4.1541 -3.6658 -0.8510 0.00 -0.01 0.03 0.103
H -5.4075 -2.5023 -0.4607 0.02 0.03 0.03 0.107
H -3.3190 -1.7479 0.5430 0.07 -0.09 0.02 0.110
H -3.7709 -0.6253 -0.7313 0.10 -0.30 0.01 0.065
C 2.7245 5.5579 0.8052 -0.02 -0.01 0.05 -0.089
C 1.2310 5.7152 1.0652 0.17 -0.10 -0.07 -0.268
C 0.8678 7.0826 1.6525 -0.14 -0.12 -0.10 -0.191
C 1.4486 7.2885 2.9786 0.00 0.10 0.02 -0.238
N 1.8986 7.4469 4.0225 0.01 -0.04 0.00 0.145
H 3.2955 5.6209 1.7328 0.00 0.04 0.00 0.080
H 2.9445 4.5937 0.3493 0.02 0.01 -0.02 0.049
H 3.0868 6.3345 0.1289 0.01 0.00 0.01 0.082
H 0.8879 4.9259 1.7383 -0.05 0.04 0.01 0.104
H 0.6845 5.5951 0.1275 -0.03 0.05 0.01 0.096
H -0.2157 7.1836 1.7373 0.01 0.02 0.05 0.115
H 1.2094 7.8803 0.9903 0.06 0.02 0.04 0.121
C -2.9200 4.0737 -0.3098 0.03 -0.02 0.03 -0.099
C -1.6419 3.2506 -0.4194 -0.15 0.16 0.04 -0.257
C -1.4801 2.5688 -1.7809 0.04 0.01 0.22 -0.162
C -2.5216 1.5671 -2.0103 0.08 -0.01 -0.19 -0.168
N -3.3244 0.7629 -2.1782 0.01 0.52 -0.22 0.176
H -3.8059 3.4444 -0.4069 -0.01 0.00 -0.03 0.072
H -2.9738 4.5755 0.6568 -0.01 0.00 -0.01 0.072
H -2.9605 4.8387 -1.0876 -0.01 -0.01 -0.01 0.078
H -1.6228 2.5000 0.3727 0.05 -0.06 0.00 0.109
H -0.7778 3.8976 -0.2641 0.04 -0.04 -0.02 0.082
H -0.5138 2.0734 -1.8418 0.00 -0.11 -0.10 0.085
H -1.5000 3.3052 -2.5855 -0.07 -0.04 -0.05 0.131
C -3.0790 -5.3686 2.2872 0.01 -0.03 0.02 -0.108
C -2.6904 -5.6011 3.7428 -0.09 0.02 -0.13 -0.258
C -1.5568 -4.6783 4.2027 -0.13 -0.11 0.13 -0.185
C -0.3135 -4.9357 3.4776 0.05 0.15 -0.02 -0.208
N 0.6563 -5.1216 2.8919 -0.12 -0.32 0.27 0.165
H -2.2472 -5.5882 1.6156 0.01 0.03 0.01 0.072
H -3.9133 -6.0096 2.0035 0.00 0.00 -0.01 0.074
H -3.3835 -4.3319 2.1247 0.01 0.00 0.00 0.067
H -2.3946 -6.6414 3.8868 0.03 0.01 0.03 0.113
H -3.5533 -5.4249 4.3870 0.03 0.02 0.04 0.108
H -1.3642 -4.8075 5.2687 0.04 -0.01 -0.01 0.118
H -1.8392 -3.6340 4.0550 0.06 0.01 -0.05 0.120
```
Forces are in eV/Å.

Its structure (SMILES) is COCCC[C@@H]1OC(=O)O[C@H]1S(=O)(=O)C(F)(F)C(F)(F)F.CCCC#N.CCCC#N.CCCC#N.CCCC#N. As for the charge: 0. Its molar mass is 618.7 g mol⁻¹.

***

| no. | gap between HOMO and LUMO (eV) | E (Eh) | E_HOMO (eV) |
| --- | --- | --- | --- |
| 1 | 10.212 | -2543.28908 | -9.83 |
| 2 | 9.952 | -2543.92003 | -9.60 |